[1]
Molecular formula: C6H11NO
Method: DFT, ωB97M-V/def2-TZVPD

Max |F| in hartree/bohr: 0.16978
Highest occupied orbital energy in eV: -8.26
LUMO level in eV: 0.210
Structure (SMILES): CC(C)/C=C\NC=O

ORCA input file:
```
! RIJCOSX wB97M-V def2-TZVPD def2/J DEFGRID3
* xyz 0 1
O 1.38770 1.61213 -0.53551
N 2.15043 -0.47832 0.15536
C -0.11876 -0.81369 -1.06654
C -1.19770 -0.21424 -0.21466
C 1.25837 -1.13366 -0.79065
C -1.13000 -0.41887 1.38286
C -1.42020 1.18818 -0.72553
C 1.96399 0.87534 0.50373
H -0.85447 -1.39525 1.66820
H -0.25714 1.59255 -0.39185
H -0.53700 -1.52813 -2.06843
H -2.10242 -0.95348 -0.17636
H 2.33002 1.20995 1.60061
H -1.75685 1.50308 -1.79136
H 1.66244 -1.93659 -1.50322
H 2.99107 -0.87137 0.51786
H -2.13788 1.65863 -0.22004
H -2.09091 -0.07005 1.95570
H -0.14071 0.17379 1.69984
*
```

Per-atom Löwdin charges, elementary charge units: atom 1 (O): -0.157, atom 2 (N): 0.001, atom 3 (C): -0.085, atom 4 (C): -0.473, atom 5 (C): -0.104, atom 6 (C): -0.076, atom 7 (C): -0.101, atom 8 (C): -0.151, atom 9 (H): 0.036, atom 10 (H): 0.112, atom 11 (H): 0.171, atom 12 (H): 0.137, atom 13 (H): 0.169, atom 14 (H): 0.111, atom 15 (H): 0.110, atom 16 (H): 0.112, atom 17 (H): -0.001, atom 18 (H): 0.111, atom 19 (H): 0.079

***

[2]
Molecular formula: C13H30CoGeNO5
Method: DFT, ωB97M-V/def2-TZVPD

Max |F| in hartree/bohr: 0.02830
Highest occupied orbital energy (alpha / beta) in eV: -8.86 / -8.89
LUMO level (alpha / beta) in eV: -0.960 / 0.066
Expectation value of S²: 2.174

ORCA input file:
```
! RIJCOSX wB97M-V def2-TZVPD def2/J DEFGRID3
* xyz 0 3
Ge 0.93840 0.25407 -1.23168
Co -0.91020 -0.34129 0.79462
O 1.12823 0.53512 0.63654
O -2.98953 1.45770 1.74825
O -0.81703 0.90331 -0.97132
O -1.21733 0.52078 2.34831
O -0.02090 -1.42561 -0.49517
N -2.15854 1.36521 2.60843
C 0.71986 -3.04667 1.14028
C 2.15395 1.17989 1.37864
C -1.64824 1.72418 -1.78445
C 2.82046 0.14971 2.29250
C -0.44396 -3.73343 -0.97607
C 3.19584 1.76854 0.42531
C -2.53727 -1.40070 0.93837
C 0.52680 -2.73397 -0.34650
C -3.01387 1.04868 -1.90396
C -1.80578 3.09564 -1.12858
C 1.87821 -2.79947 -1.05785
C 1.53574 2.29520 2.22049
C -1.01452 1.88385 -3.16726
H -3.47504 0.99653 -0.91642
H 2.29653 -3.80355 -0.99619
H -0.59665 -3.48672 -2.02768
H 1.04241 3.02340 1.57400
H -2.47098 3.71849 -1.72932
H -3.65936 1.61860 -2.57296
H 3.28224 -0.64004 1.69565
H -2.23702 2.98085 -0.13752
H 1.76230 -2.53213 -2.11013
H -1.40490 -3.68792 -0.46381
H 2.07802 -0.29619 2.95645
H 0.79333 1.88353 2.90242
H -1.63142 2.52802 -3.79276
H 2.57758 -2.09848 -0.59451
H 1.26312 -2.22794 1.61627
H -2.35294 -2.18377 1.67723
H -0.05630 -4.75041 -0.90151
H 2.30904 2.80241 2.79954
H -0.83730 3.59206 -1.03943
H 3.59226 0.62450 2.90001
H -2.90114 0.03571 -2.29573
H 2.72470 2.49049 -0.24652
H 3.98247 2.27386 0.98523
H -0.24635 -3.16111 1.63619
H -3.38398 -0.80150 1.26528
H 1.28498 -3.96912 1.27424
H -2.77211 -1.84880 -0.02591
H -0.90900 0.90930 -3.65001
H 3.64783 0.97577 -0.17610
H -0.02262 2.33343 -3.07491
*
```

Per-atom Löwdin charges, elementary charge units: atom 1 (Ge): 1.081, atom 2 (Co): 0.720, atom 3 (O): -0.384, atom 4 (O): -0.061, atom 5 (O): -0.384, atom 6 (O): -0.231, atom 7 (O): -0.396, atom 8 (N): -0.142, atom 9 (C): -0.020, atom 10 (C): -0.691, atom 11 (C): -0.686, atom 12 (C): -0.033, atom 13 (C): -0.025, atom 14 (C): -0.070, atom 15 (C): -0.061, atom 16 (C): -0.676, atom 17 (C): -0.025, atom 18 (C): -0.023, atom 19 (C): -0.064, atom 20 (C): -0.028, atom 21 (C): -0.071, atom 22 (H): 0.074, atom 23 (H): 0.091, atom 24 (H): 0.091, atom 25 (H): 0.089, atom 26 (H): 0.089, atom 27 (H): 0.088, atom 28 (H): 0.079, atom 29 (H): 0.067, atom 30 (H): 0.077, atom 31 (H): 0.070, atom 32 (H): 0.085, atom 33 (H): 0.069, atom 34 (H): 0.089, atom 35 (H): 0.071, atom 36 (H): 0.069, atom 37 (H): 0.030, atom 38 (H): 0.089, atom 39 (H): 0.087, atom 40 (H): 0.087, atom 41 (H): 0.087, atom 42 (H): 0.089, atom 43 (H): 0.078, atom 44 (H): 0.089, atom 45 (H): 0.074, atom 46 (H): 0.017, atom 47 (H): 0.093, atom 48 (H): 0.030, atom 49 (H): 0.082, atom 50 (H): 0.071, atom 51 (H): 0.067

***

[3]
Molecular formula: C12H9Br4NO7Pt
Method: DFT, ωB97M-V/def2-TZVPD

Max |F| in hartree/bohr: 0.05589
Highest occupied orbital energy in eV: -8.42
LUMO level in eV: -3.139

ORCA input file:
```
! RIJCOSX wB97M-V def2-TZVPD def2/J DEFGRID3
* xyz 0 1
Pt -0.22498 -0.15112 -0.40188
Br 0.55023 6.92779 -0.40461
Br 2.59108 6.24018 2.03381
Br 3.03872 3.06392 3.01471
Br -1.10279 4.48854 -1.98885
O 1.64499 -1.65687 0.94641
O -0.38254 1.88814 -0.70072
O -0.35457 -0.23203 -2.41319
O -1.19945 -0.37708 1.47858
O 1.25003 1.29895 1.29578
O -0.86898 -1.59507 -4.08722
O -2.94919 -1.56827 2.18750
N -0.79052 -2.13204 -0.49738
C -2.14906 -1.24434 1.33487
C -2.18760 -1.92091 -0.04605
C 0.05945 4.18863 -0.56657
C 0.74861 5.14289 0.09173
C 1.68374 4.82628 1.21977
C 1.88553 3.56794 1.64840
C 1.16790 2.45943 0.99599
C -0.64350 -1.39237 -2.91639
C 1.35889 -2.96568 0.51498
C -0.13881 -3.14404 0.37896
C -0.64662 -2.54110 -1.91683
C 0.22951 2.80037 -0.16534
H -2.72483 -2.87028 0.03250
H -0.60210 -3.08486 1.36442
H -2.69136 -1.28488 -0.77406
H -0.35368 -4.13716 -0.03013
H 1.86384 -3.08366 -0.44509
H 1.28905 -1.49992 1.82907
H 0.32118 -3.03098 -2.02498
H 1.75331 -3.72331 1.19884
H -1.42548 -3.25706 -2.18701
*
```

Per-atom Löwdin charges, elementary charge units: atom 1 (Pt): 1.248, atom 2 (Br): 0.811, atom 3 (Br): 0.798, atom 4 (Br): 0.867, atom 5 (Br): 0.879, atom 6 (O): -0.100, atom 7 (O): -0.060, atom 8 (O): -0.166, atom 9 (O): -0.151, atom 10 (O): 0.083, atom 11 (O): 0.075, atom 12 (O): 0.065, atom 13 (N): -0.281, atom 14 (C): -0.665, atom 15 (C): -0.098, atom 16 (C): -0.667, atom 17 (C): -0.707, atom 18 (C): -0.716, atom 19 (C): -0.670, atom 20 (C): -0.331, atom 21 (C): -0.637, atom 22 (C): -0.231, atom 23 (C): -0.141, atom 24 (C): -0.077, atom 25 (C): -0.290, atom 26 (H): 0.137, atom 27 (H): 0.133, atom 28 (H): 0.137, atom 29 (H): 0.139, atom 30 (H): 0.121, atom 31 (H): 0.092, atom 32 (H): 0.131, atom 33 (H): 0.128, atom 34 (H): 0.142

***

[4]
Molecular formula: C32H49BN7O3P2Tl
Method: DFT, ωB97M-V/def2-TZVPD

Max |F| in hartree/bohr: 0.01533
Highest occupied orbital energy in eV: -0.91
LUMO level in eV: 4.096

ORCA input file:
```
! RIJCOSX wB97M-V def2-TZVPD def2/J DEFGRID3
* xyz -2 1
Tl 1.14061 -0.46199 -1.18502
P -0.96502 2.69965 -0.02320
P -0.34907 -2.87431 0.05623
O 3.37310 1.17761 -1.41229
O 3.98038 -2.19429 1.57336
O -0.18207 -1.57896 -4.65649
N -0.71422 -1.19709 2.14520
N -0.49568 1.06194 2.11389
N 3.70547 0.83286 -5.46534
N 5.48943 0.62406 -0.84287
N 3.62163 -0.60153 -0.02195
N 0.92319 -1.03260 -4.50976
N 0.20154 0.03623 -7.78258
C -0.04372 3.99956 -2.22500
C -0.28310 2.44331 1.71392
C 2.67471 0.31214 -5.42779
C -2.71851 3.35108 0.37883
C 4.09576 0.40396 -0.76869
C 5.98998 1.60836 -1.78053
C -1.61517 1.47384 4.33538
C 6.32139 -0.04982 -0.00156
C -3.39034 3.69164 -0.95478
C 0.48378 -4.58610 0.09613
C -2.09929 -3.02417 -0.67414
C -3.42166 2.11375 0.96026
C -0.35200 5.57002 -0.29279
C -1.89983 -1.32902 4.35864
C -2.90208 4.51310 1.35521
C -2.25580 0.82695 5.39522
C 0.06255 4.15611 -0.69947
C -2.68993 -1.61959 -0.46989
C 1.39610 -0.29724 -5.52242
C -0.36630 -5.78484 0.51580
C 1.04934 -4.80833 -1.31237
C 1.67112 -4.44105 1.05786
C 5.84859 -0.96966 0.85130
C -1.97842 -3.27918 -2.17969
C -1.13049 0.71496 3.28070
C -2.39651 -0.55081 5.40773
C -1.27107 -0.69858 3.29717
C 1.52843 3.94824 -0.31062
C -3.05391 -4.06028 -0.07697
C -0.74895 -2.61654 1.86491
C 0.74139 -0.10339 -6.77089
C 4.41717 -1.30809 0.83415
B -0.14235 -0.12673 1.31582
H 0.00171 -3.14353 2.46041
H -2.78781 -5.07082 -0.38083
H -4.06737 -3.86345 -0.44441
H -0.37952 5.67839 0.79314
H 2.12218 -3.44769 1.01344
H 6.08238 2.59456 -1.31351
H -4.45915 3.88120 -0.80498
H -3.28216 2.85900 -1.65336
H 7.37112 0.21419 -0.06639
H 1.83879 2.91333 -0.45145
H -2.34019 4.36504 2.27900
H -2.83002 -1.39302 0.58935
H 0.78538 2.65780 1.68317
H 0.25749 -4.90102 -2.05501
H 1.65404 -5.72116 -1.33804
H 1.71468 4.24712 0.72363
H -1.73127 -3.02148 2.13319
H -4.50062 2.29183 1.03230
H 0.37408 3.03834 -2.52932
H -2.60698 5.46740 0.92293
H -2.01935 -0.86463 -0.88946
H -1.50388 2.55197 4.35042
H -1.65584 -4.30209 -2.38209
H -3.96165 4.58496 1.62756
H -0.94225 -5.57042 1.41900
H -0.75011 3.11580 2.43460
H -2.95081 4.58029 -1.41108
H 0.38347 6.28035 -0.68745
H -2.00561 -2.40702 4.38448
H -1.05553 -6.08250 -0.27505
H -3.08630 -4.02547 1.01375
H 5.28450 1.68574 -2.60378
H 1.37695 -4.63462 2.09153
H -3.66059 -1.54415 -0.97194
H -1.08102 4.04010 -2.56361
H 2.16023 4.56582 -0.95617
H 0.51747 4.79198 -2.73090
H 0.28646 -6.64007 0.72562
H 2.45208 -5.16303 0.80102
H -3.25434 1.24364 0.32163
H -2.64790 1.41414 6.21808
H -1.32506 5.84363 -0.70367
H 6.49771 -1.50371 1.52966
H 6.96612 1.29479 -2.15351
H 1.67996 -3.96602 -1.60318
H -2.89298 -1.03460 6.24131
H -1.27279 -2.59702 -2.65997
H -3.05114 1.87528 1.95742
H -2.95469 -3.14439 -2.65805
*
```

Per-atom Löwdin charges, elementary charge units: atom 1 (Tl): 0.642, atom 2 (P): 1.149, atom 3 (P): 1.041, atom 4 (O): -0.139, atom 5 (O): -0.029, atom 6 (O): -0.167, atom 7 (N): -0.055, atom 8 (N): -0.054, atom 9 (N): 0.099, atom 10 (N): -0.073, atom 11 (N): 0.100, atom 12 (N): -0.137, atom 13 (N): 0.094, atom 14 (C): -0.117, atom 15 (C): -0.286, atom 16 (C): -0.243, atom 17 (C): -0.701, atom 18 (C): -0.578, atom 19 (C): -0.042, atom 20 (C): -0.047, atom 21 (C): -0.102, atom 22 (C): -0.120, atom 23 (C): -0.696, atom 24 (C): -0.684, atom 25 (C): -0.105, atom 26 (C): -0.109, atom 27 (C): -0.035, atom 28 (C): -0.102, atom 29 (C): -0.141, atom 30 (C): -0.706, atom 31 (C): -0.117, atom 32 (C): -0.362, atom 33 (C): -0.104, atom 34 (C): -0.109, atom 35 (C): -0.117, atom 36 (C): -0.021, atom 37 (C): -0.102, atom 38 (C): -0.208, atom 39 (C): -0.142, atom 40 (C): -0.190, atom 41 (C): -0.113, atom 42 (C): -0.103, atom 43 (C): -0.293, atom 44 (C): -0.247, atom 45 (C): -0.530, atom 46 (B): -0.475, atom 47 (H): 0.085, atom 48 (H): 0.051, atom 49 (H): 0.078, atom 50 (H): 0.073, atom 51 (H): 0.055, atom 52 (H): 0.084, atom 53 (H): 0.077, atom 54 (H): 0.080, atom 55 (H): 0.111, atom 56 (H): 0.061, atom 57 (H): 0.062, atom 58 (H): 0.074, atom 59 (H): 0.074, atom 60 (H): 0.056, atom 61 (H): 0.079, atom 62 (H): 0.073, atom 63 (H): 0.073, atom 64 (H): 0.081, atom 65 (H): 0.079, atom 66 (H): 0.050, atom 67 (H): 0.057, atom 68 (H): 0.091, atom 69 (H): 0.061, atom 70 (H): 0.078, atom 71 (H): 0.073, atom 72 (H): 0.062, atom 73 (H): 0.055, atom 74 (H): 0.078, atom 75 (H): 0.094, atom 76 (H): 0.058, atom 77 (H): 0.062, atom 78 (H): 0.080, atom 79 (H): 0.071, atom 80 (H): 0.084, atom 81 (H): 0.058, atom 82 (H): 0.086, atom 83 (H): 0.081, atom 84 (H): 0.076, atom 85 (H): 0.083, atom 86 (H): 0.066, atom 87 (H): 0.081, atom 88 (H): 0.056, atom 89 (H): 0.088, atom 90 (H): 0.080, atom 91 (H): 0.076, atom 92 (H): 0.080, atom 93 (H): 0.056, atom 94 (H): 0.066, atom 95 (H): 0.084